# C10H12NO

A gas-phase ion, C10H12NO (charge +1) in a non-equilibrium geometry (ωB97M-V/def2-TZVPD, the Open Molecules 2025 dataset).

The value obtained for the total energy is -14091.766 eV. Its charge is +1. Its LUMO energy is -4.999 eV. The calculation puts the energy relative to the best compared isomer or geometry (same formula, charge and spin) at 321.22 kJ/mol. As for the spin multiplicity: 1. The HOMO-LUMO gap is 8.48 eV.

Last columns: bonded neighbours and bond lengths (Å).
Atoms and positions in Å:
1 C -1.930 -1.336 0.121  C3 1.390, C12 1.392, H17 1.033
2 H 2.225 -2.638 -0.558  C9 1.072
3 C -2.988 -0.450 -0.046  C1 1.390, C6 1.404, H24 0.999
4 N 2.564 -0.825 -0.284  C9 1.445, H19 1.015, O23 1.411
5 H 1.290 3.068 -0.542  C16 1.022
6 C -2.725 0.910 -0.275  C3 1.404, H18 1.075, C22 1.379
7 H 0.451 3.060 0.798  C16 1.024
8 H 0.899 -1.795 -1.438  C9 1.050
9 C 1.555 -1.803 -0.619  H2 1.072, N4 1.445, H8 1.050, C21 1.576
10 C 1.019 1.065 0.034  C15 1.477, C16 1.548, O23 1.285
11 H 1.091 -1.217 1.377  C21 1.004
12 C -0.618 -0.884 0.224  C1 1.392, C15 1.404, C21 1.539
13 H 2.076 2.602 0.902  C16 1.015
14 H -1.326 2.321 -0.426  C22 1.015
15 C -0.335 0.474 0.008  C10 1.477, C12 1.404, C22 1.396
16 C 1.227 2.568 0.347  H5 1.022, H7 1.024, C10 1.548, H13 1.015
17 H -1.996 -2.342 0.347  C1 1.033
18 H -3.641 1.451 -0.427  C6 1.075
19 H 3.421 -0.901 -0.821  N4 1.015
20 H 0.313 -2.734 1.040  C21 1.142
21 C 0.614 -1.707 0.642  C9 1.576, H11 1.004, C12 1.539, H20 1.142
22 C -1.411 1.327 -0.240  C6 1.379, H14 1.015, C15 1.396
23 O 2.172 0.522 -0.125  N4 1.411, C10 1.285
24 H -3.946 -0.736 -0.039  C3 0.999